1.
The following is a quantum chemistry calculation of 2 unconnected molecules or ions with the total composition CHO4S, from the Open Molecules 2025 dataset.

For the HOMO-LUMO gap (alpha / beta), the calculation gives 6.37 / 8.78 eV. For the LUMO energy (alpha / beta), the calculation gives 3.002 / 3.625 eV. As for the molecular weight: 109.08 g/mol. Its net charge is -1.

Element x y z (Å)
C  1.21  -0.02  1.85
O  -1.75  0.90  -1.09
O  1.09  1.09  2.29
O  0.28  -0.01  -1.96
O  -1.51  -1.47  -0.80
S  -0.82  -0.18  -0.99
H  1.50  -0.31  0.70

2.
The following is a quantum chemistry calculation of a molecular structure, C19H31I2N9OPb, from the Open Molecules 2025 dataset.

For the HOMO-LUMO gap, the calculation gives 7.52 eV. For the LUMO energy, the calculation gives -4.839 eV. As for the molecular weight: 862.53 g/mol. Its net charge is +2.

Element x y z (Å)
Pb  -1.25  -0.78  -0.01
C  -1.73  4.44  2.50
N  -0.99  3.26  2.08
C  0.43  3.44  1.81
C  -1.58  2.06  1.89
N  -0.94  0.93  1.72
N  -2.97  2.10  1.91
C  -3.87  1.07  1.68
N  -5.09  1.30  2.21
N  -3.54  0.04  0.99
H  -1.02  5.22  2.74
H  -2.31  4.25  3.41
H  -2.39  4.83  1.71
H  0.57  4.38  1.27
H  0.81  2.65  1.17
H  1.01  3.48  2.73
H  0.05  1.09  1.78
H  -3.38  2.98  2.17
H  -5.29  2.09  2.80
H  -5.84  0.65  2.05
H  -4.31  -0.62  0.92
N  2.92  -1.56  1.78
C  2.00  -2.44  0.96
C  1.58  -3.70  1.70
C  0.56  -4.46  0.84
N  -0.72  -3.74  0.82
C  1.10  -4.68  -0.58
C  1.67  -3.45  -1.28
N  0.64  -2.47  -1.68
C  2.67  -2.74  -0.37
H  2.50  -1.31  2.67
H  3.10  -0.69  1.25
H  3.81  -2.02  1.96
H  1.14  -1.81  0.77
H  1.14  -3.46  2.67
H  2.45  -4.34  1.87
H  0.44  -5.45  1.29
H  -1.19  -3.84  1.72
H  -1.33  -4.18  0.14
H  0.32  -5.14  -1.20
H  1.90  -5.42  -0.51
H  2.22  -3.80  -2.16
H  0.05  -2.89  -2.39
H  1.10  -1.68  -2.12
H  3.03  -1.82  -0.84
H  3.53  -3.40  -0.20
I  3.83  1.58  0.15
C  2.32  1.80  -1.28
C  2.56  2.70  -2.34
C  1.62  2.90  -3.31
I  2.04  4.25  -4.84
C  0.38  2.20  -3.24
C  -0.64  2.31  -4.21
C  -1.81  1.62  -4.08
C  -1.98  0.81  -2.94
N  -1.05  0.67  -2.02
C  0.15  1.33  -2.15
C  1.15  1.08  -1.14
O  0.92  0.23  -0.17
H  3.50  3.23  -2.39
H  -0.49  2.96  -5.06
H  -2.60  1.68  -4.81
H  -2.91  0.27  -2.78

3.
The following is a quantum chemistry calculation of a molecular structure, C39H68F4N7O11S4, from the Open Molecules 2025 dataset.

For the HOMO-LUMO gap, the calculation gives 6.70 eV. For the LUMO energy, the calculation gives -7.943 eV. As for the molecular weight: 1015.27 g/mol. Its net charge is +3.

Element x y z (Å)
C  -1.61  4.02  -5.09
C  -2.38  2.70  -5.19
C  -1.54  1.53  -5.02
C  -2.17  0.25  -4.63
C  -2.83  0.45  -3.30
C  -3.94  1.51  -3.31
N  -3.50  2.72  -4.14
O  -4.11  3.68  -4.01
C  -4.35  2.00  -1.88
C  -5.12  0.98  -4.15
C  -3.19  2.75  -6.50
H  -0.88  3.99  -5.84
H  -1.08  4.17  -4.10
H  -2.21  4.91  -5.43
H  -0.68  1.82  -4.38
H  -1.03  1.39  -5.99
H  -1.40  -0.54  -4.50
H  -2.72  -0.20  -5.50
H  -2.06  0.77  -2.55
H  -3.33  -0.40  -2.85
H  -5.14  2.75  -1.77
H  -3.42  2.24  -1.30
H  -4.69  1.05  -1.51
H  -5.90  1.68  -4.38
H  -5.48  0.13  -3.63
H  -4.68  0.55  -5.02
H  -2.48  3.06  -7.29
H  -4.02  3.50  -6.42
H  -3.49  1.80  -6.82
C  3.94  4.33  -0.61
C  4.43  4.87  0.76
C  5.24  6.21  0.78
C  4.38  7.42  0.39
C  3.31  7.67  1.36
C  2.45  6.44  1.60
N  3.20  5.11  1.48
O  2.72  4.23  2.06
C  1.42  6.27  0.40
C  1.80  6.44  2.97
C  5.30  3.74  1.36
H  4.77  3.77  -1.18
H  3.48  5.01  -1.35
H  3.18  3.61  -0.31
H  6.07  6.10  0.07
H  5.73  6.37  1.77
H  3.92  7.30  -0.60
H  4.99  8.29  0.27
H  2.59  8.38  1.08
H  3.87  7.95  2.29
H  0.64  7.02  0.37
H  0.91  5.28  0.47
H  1.98  6.35  -0.54
H  2.64  6.45  3.70
H  1.10  5.65  3.29
H  1.32  7.39  3.04
H  4.87  2.74  1.30
H  5.50  3.99  2.35
H  6.19  3.69  0.71
C  -1.09  -4.99  -1.61
C  0.23  -5.10  -2.43
C  0.08  -5.88  -3.74
C  1.23  -5.58  -4.67
C  1.28  -4.11  -4.99
C  1.78  -3.36  -3.79
N  0.67  -3.70  -2.65
O  0.10  -2.78  -2.16
C  1.58  -1.81  -4.02
C  3.25  -3.72  -3.35
C  1.38  -5.66  -1.41
H  -1.96  -4.53  -2.16
H  -1.00  -4.54  -0.61
H  -1.43  -6.02  -1.33
H  -0.83  -5.70  -4.32
H  0.20  -6.94  -3.46
H  1.04  -6.15  -5.57
H  2.15  -6.03  -4.28
H  0.29  -3.75  -5.05
H  1.75  -3.80  -5.92
H  2.03  -1.27  -3.16
H  0.51  -1.72  -4.09
H  2.01  -1.43  -4.95
H  3.33  -4.75  -3.12
H  3.69  -3.06  -2.60
H  3.76  -3.48  -4.31
H  2.08  -6.31  -1.94
H  0.78  -6.20  -0.71
H  1.83  -4.74  -0.94
C  -0.35  -7.36  8.18
N  -0.45  -5.97  7.62
C  -1.24  -5.06  8.23
C  -1.51  -3.77  7.68
C  -0.84  -3.37  6.54
C  0.16  -4.30  6.10
C  0.31  -5.55  6.61
C  -1.09  -2.08  5.85
C  -2.01  -1.09  6.32
C  -2.16  0.06  5.60
N  -1.47  0.30  4.51
C  -0.51  -0.58  4.10
C  -0.30  -1.74  4.79
C  -1.68  1.53  3.73
H  -0.17  -8.06  7.37
H  -1.25  -7.68  8.68
H  0.50  -7.35  8.87
H  -1.71  -5.38  9.18
H  -2.21  -3.10  8.25
H  0.77  -3.98  5.26
H  1.08  -6.14  6.22
H  -2.61  -1.32  7.14
H  -2.96  0.77  5.80
H  0.15  -0.25  3.23
H  0.47  -2.39  4.30
H  -0.67  1.93  3.44
H  -2.16  2.35  4.27
H  -2.29  1.28  2.90
N  -4.38  -1.34  1.89
S  -2.81  -1.71  1.40
O  -2.83  -2.49  0.25
O  -1.90  -2.11  2.41
F  -2.40  -0.32  0.92
S  -4.83  -1.59  3.31
O  -3.90  -2.39  4.10
O  -6.19  -2.03  3.32
F  -4.74  -0.08  3.94
N  1.93  0.08  0.43
S  2.34  -1.44  0.67
O  3.17  -1.54  1.83
O  2.69  -2.12  -0.59
F  1.04  -2.12  1.17
S  1.44  0.64  -0.95
O  1.16  1.99  -0.71
O  0.47  0.01  -1.77
F  2.70  0.59  -1.87

4.
The following is a quantum chemistry calculation of a single C6H12O molecule, from the Open Molecules 2025 dataset.

For the HOMO-LUMO gap, the calculation gives 10.93 eV. Its SMILES is CC1(O)CCCC1. For the LUMO energy, the calculation gives 0.926 eV. As for the molecular weight: 100.16 g/mol.

Element x y z (Å)
C  -0.79  1.90  0.53
C  -0.02  0.66  0.08
O  1.37  0.93  0.36
C  -0.58  -0.55  0.89
C  0.43  -1.62  0.52
C  0.61  -1.38  -1.01
C  -0.05  0.00  -1.31
H  -0.60  1.93  1.61
H  -1.86  1.81  0.37
H  -0.43  2.85  0.12
H  1.52  1.86  0.17
H  -0.74  -0.38  1.96
H  -1.56  -0.83  0.47
H  1.35  -1.37  1.06
H  0.15  -2.64  0.77
H  0.13  -2.18  -1.59
H  1.67  -1.38  -1.26
H  -1.09  -0.13  -1.64
H  0.49  0.54  -2.10